{
  "formula": "C37H71N3O20S5",
  "method": "ωB97M-V with the def2-TZVPD basis set",
  "e_homo_ev": [-10.61, -10.61],
  "fmax_ev_per_a": 3.81,
  "s2": 0.7575,
  "spin_multiplicity": 2,
  "charge": 1,
  "energy_ha": -5111.8659,
  "species": ["C", "C", "O", "C", "O", "O", "H", "H", "H", "H", "C", "C", "O", "C", "O", "O", "H", "H", "H", "H", "C", "C", "O", "C", "O", "O", "H", "H", "H", "H", "C", "C", "O", "C", "O", "O", "H", "H", "H", "H", "C", "C", "O", "C", "O", "O", "H", "H", "H", "H", "C", "C", "C", "C", "N", "H", "H", "H", "H", "H", "H", "H", "C", "C", "C", "C", "N", "H", "H", "H", "H", "H", "H", "H", "C", "C", "C", "C", "N", "H", "H", "H", "H", "H", "H", "H", "C", "S", "O", "C", "H", "H", "H", "H", "H", "H", "C", "S", "O", "C", "H", "H", "H", "H", "H", "H", "C", "S", "O", "C", "H", "H", "H", "H", "H", "H", "C", "S", "O", "C", "H", "H", "H", "H", "H", "H", "C", "S", "O", "C", "H", "H", "H", "H", "H", "H"],
  "coordinates": [[-3.68792, -3.57914, -0.38049], [-2.90876, -3.05396, 0.82134], [-3.16331, -4.07995, 1.77951], [-4.33476, -4.61940, 1.46946], [-4.90505, -5.41249, 2.12566], [-4.77452, -4.18464, 0.30959], [-3.16276, -4.36831, -0.91857], [-3.90273, -2.85458, -1.16596], [-3.29472, -2.09628, 1.17059], [-1.88430, -2.85870, 0.50437], [0.91069, -4.24494, 1.52827], [1.14372, -5.62819, 2.01386], [0.96983, -5.59425, 3.41780], [0.89815, -4.27055, 3.78872], [0.75860, -3.90396, 4.95832], [1.08786, -3.45336, 2.66893], [-0.04250, -4.06863, 1.02984], [1.56578, -3.84312, 0.75528], [2.10042, -6.09289, 1.77537], [0.29931, -6.28232, 1.79662], [2.48277, 0.35311, 5.24159], [2.11307, -0.83291, 4.27001], [1.01793, -0.41678, 3.52129], [0.78045, 0.84361, 3.77832], [-0.08274, 1.50670, 3.20182], [1.50233, 1.28693, 4.85145], [3.39262, 0.87973, 4.95361], [2.43025, 0.01331, 6.27594], [2.01802, -1.76425, 4.82828], [2.94509, -1.05050, 3.60032], [-0.99721, 2.73560, -3.97010], [-1.01818, 1.58829, -4.96644], [-2.09148, 0.82875, -4.51406], [-2.32853, 1.12838, -3.16764], [-2.99625, 0.45249, -2.40151], [-1.56876, 2.18625, -2.83393], [-1.50558, 3.61208, -4.37190], [0.02323, 2.95961, -3.65924], [-0.09138, 1.01799, -4.90393], [-1.07793, 1.96262, -5.98840], [3.61185, 0.70836, -5.68054], [2.76282, 1.77959, -6.23138], [2.14028, 2.31543, -5.04206], [2.31828, 1.57771, -3.98775], [1.89968, 1.81008, -2.89542], [3.04402, 0.50291, -4.35772], [4.63782, 1.07614, -5.66523], [3.56725, -0.15668, -6.34220], [2.03400, 1.38610, -6.93997], [3.46074, 2.49723, -6.66266], [5.36220, 1.85200, -1.58498], [6.17214, 1.36688, -0.49120], [7.53612, 0.60551, -0.78093], [8.66273, 1.45378, -1.26587], [9.52529, 2.11410, -1.69754], [4.59273, 2.47698, -1.13176], [4.82723, 0.99915, -2.00277], [5.94195, 2.39003, -2.33498], [5.54479, 0.71501, 0.11676], [6.28291, 2.18065, 0.22545], [7.44495, -0.20558, -1.50337], [7.93664, 0.19623, 0.14652], [-0.20809, 4.54433, 0.80110], [0.60517, 4.15438, -0.44943], [2.13419, 4.32587, -0.26725], [2.90559, 3.56245, 0.77091], [3.52647, 3.04437, 1.57057], [0.21207, 4.06189, 1.68362], [-1.24461, 4.26222, 0.61639], [-0.21606, 5.60177, 1.06541], [0.31292, 4.72943, -1.32807], [0.35069, 3.11314, -0.64728], [2.38232, 5.38721, -0.25704], [2.47787, 3.91743, -1.21759], [-3.34414, 3.04212, 2.43535], [-3.29719, 4.01302, 3.60035], [-4.56976, 4.84244, 3.76952], [-4.97870, 5.72936, 2.66713], [-5.26317, 6.38005, 1.76607], [-3.36175, 3.65969, 1.53735], [-4.05354, 2.22004, 2.53033], [-2.43326, 2.47216, 2.25221], [-2.41963, 4.65416, 3.51699], [-3.26234, 3.37389, 4.48261], [-4.45196, 5.53857, 4.59996], [-5.36564, 4.10551, 3.87723], [3.14045, -2.67665, -1.84106], [4.94015, -2.14699, -1.68777], [5.55106, -3.01884, -0.63468], [5.45457, -2.89601, -3.31733], [2.54711, -2.08602, -2.53906], [2.69298, -2.51372, -0.86059], [3.00998, -3.74246, -2.02844], [6.48584, -2.68747, -3.60207], [4.84405, -2.41388, -4.08081], [5.24707, -3.96108, -3.21411], [-0.79980, -4.73322, -2.59457], [-0.86718, -6.32535, -1.69329], [-1.42507, -6.01811, -0.29421], [-2.12879, -7.28021, -2.65828], [0.22536, -4.38430, -2.47053], [-1.39826, -3.93457, -2.15627], [-1.18544, -4.81763, -3.61057], [-3.10202, -6.79490, -2.73178], [-2.31814, -8.27736, -2.26087], [-1.81300, -7.44721, -3.68808], [1.76162, 0.15590, 0.14732], [0.34951, -0.38544, -0.93524], [0.24979, -1.93816, -0.83141], [-0.95262, 0.18105, 0.26144], [1.52352, 0.85245, 0.95121], [2.39620, 0.84139, -0.41438], [2.30308, -0.70917, 0.53015], [-1.94210, 0.10481, -0.18938], [-0.92283, 1.21916, 0.59243], [-1.04835, -0.40764, 1.17379], [-4.25720, 3.96977, -1.02501], [-5.60302, 3.41190, 0.06759], [-7.01026, 3.93869, -0.30216], [-5.41679, 1.65926, -0.39657], [-4.69962, 3.91968, -2.01992], [-3.42103, 3.27226, -0.97597], [-3.99875, 5.01899, -0.88202], [-4.39158, 1.31713, -0.25517], [-5.76045, 1.54187, -1.42429], [-6.08655, 0.99219, 0.14617], [-2.63676, -0.84695, 3.79227], [-4.03871, -1.64827, 4.72559], [-3.44283, -2.24107, 5.97981], [-4.70162, 0.00673, 5.37659], [-3.05200, -0.47032, 2.85749], [-1.95567, -1.67956, 3.61627], [-2.19038, -0.01288, 4.33373], [-4.90832, 0.63772, 4.51216], [-4.01641, 0.42926, 6.11147], [-5.59543, -0.15320, 5.97960]],
  "atomic_forces_ev_per_a": [[0.760, -0.032, 0.129], [0.161, 0.251, -1.477], [1.627, 1.186, 0.225], [-0.170, -0.978, 0.616], [-0.582, -0.671, 0.920], [-1.259, 0.782, -2.221], [0.299, -0.159, 0.420], [-0.861, 0.305, 0.515], [-0.323, 0.004, 0.180], [0.393, -0.636, 0.700], [0.130, 1.014, -1.844], [-1.074, -2.304, -0.277], [0.291, 2.781, 1.281], [0.308, -0.013, 2.368], [0.429, -0.548, -3.748], [-0.648, -0.195, 2.611], [-0.537, -0.303, 0.676], [0.655, -0.452, 0.169], [0.005, 0.189, -0.056], [0.403, -0.154, -1.261], [-0.057, -0.936, -1.851], [3.105, -0.872, 1.253], [-0.379, -0.383, -0.439], [-2.018, 2.120, 0.619], [1.794, -0.957, 0.951], [-1.881, 0.862, -0.763], [0.479, -0.694, 0.538], [-0.136, 0.605, -0.009], [-1.069, 0.096, -0.155], [0.001, 0.241, -0.266], [2.035, 0.539, -1.092], [1.441, 1.017, -0.035], [-1.775, -0.635, 1.617], [0.246, -1.898, -0.272], [0.919, 1.778, -1.654], [-1.982, -0.528, 1.440], [-0.294, 0.059, 0.427], [-0.081, 0.425, -0.395], [-0.084, -0.298, 0.114], [-0.660, -0.312, 0.006], [0.330, -0.612, 0.351], [-0.089, 0.644, -0.003], [-0.894, 2.329, -1.987], [1.025, -1.288, -0.077], [-0.106, -0.101, 0.195], [0.934, -1.099, 0.163], [0.117, -0.421, 0.771], [-0.023, -0.421, 0.715], [-0.267, 0.509, 0.152], [-0.845, 0.484, -0.222], [-1.179, 0.074, -1.478], [1.847, -1.029, 2.419], [0.026, 1.188, 0.271], [0.837, 1.349, -1.083], [-1.781, -1.384, 0.978], [-0.029, 0.333, -0.370], [0.027, 0.090, -0.665], [-0.226, 0.115, -0.121], [0.143, -0.584, -0.079], [0.922, 0.138, -0.043], [-0.297, -0.050, 0.085], [-0.360, -0.278, 0.079], [0.213, 0.230, -0.343], [0.027, 0.027, 1.729], [0.019, -0.846, -0.910], [-1.976, 1.679, -1.436], [0.747, -0.879, 0.921], [-0.321, -0.440, -0.007], [-0.107, -0.167, 0.382], [0.171, 0.210, -0.417], [0.077, 0.085, 0.024], [0.277, -0.132, -0.208], [0.205, -0.117, 0.335], [0.630, 0.187, -0.115], [0.908, 0.028, -0.657], [0.045, -0.592, -0.041], [-0.136, 0.303, -0.388], [0.636, -0.711, -0.207], [-0.101, 0.030, -0.317], [-0.778, -0.200, -0.491], [-0.765, 0.462, -0.156], [0.552, 0.212, 0.661], [0.050, -0.160, 0.197], [0.429, 0.436, 0.348], [-0.297, -0.496, 0.476], [-0.360, 0.380, 0.571], [0.457, 0.216, 0.607], [-0.443, -1.415, -0.643], [-0.388, 0.576, -0.430], [-0.529, 0.646, 0.466], [0.370, 0.101, -0.205], [0.222, 0.157, 0.044], [0.465, -0.038, -0.264], [0.077, -0.088, 0.581], [-0.280, -0.211, -0.035], [0.116, 0.071, -0.188], [-0.491, 0.103, 0.142], [-0.946, -0.062, 1.337], [0.518, -0.314, -1.912], [-0.399, 0.369, -0.308], [0.018, -0.137, -0.530], [-0.210, -0.389, 0.531], [0.630, -0.246, -0.178], [0.070, 0.363, 0.333], [0.443, 0.199, 0.556], [0.509, 0.253, 0.024], [0.199, 0.784, -0.380], [-0.662, -1.812, 2.461], [0.231, 2.448, -0.338], [-1.043, 0.215, -0.159], [-0.871, -0.567, 0.339], [0.355, -0.632, -0.691], [-0.153, 0.020, -0.162], [0.118, -0.307, -0.639], [0.797, 0.168, -0.217], [0.877, -0.356, -0.085], [-0.736, 1.009, -0.638], [-1.309, -0.164, -1.122], [2.907, -0.996, 0.463], [-1.135, -0.693, 0.238], [-0.066, -0.206, -0.109], [-0.112, 0.049, 0.398], [0.049, -0.155, 0.523], [0.046, 0.421, -0.059], [0.403, 0.401, -0.230], [-0.028, 0.387, 0.523], [-0.868, -0.489, 0.301], [1.006, 1.580, 2.308], [-0.530, 0.181, -1.490], [-0.156, -0.952, -0.258], [0.025, -0.062, -0.171], [0.206, 0.227, -0.063], [0.066, -0.296, 0.190], [-0.014, 0.244, 0.162], [0.586, -0.068, -0.518], [-0.263, -0.345, -0.467]]
}